P) Computed, not measured: a structure of composition C2H3Cl3S, with ωB97M-V with the def2-TZVPD basis set.

```
9
Properties=species:S:1:pos:R:3:nbo_charge:R:1
Cl 0.18 -2.44 -1.97 0.019
H 0.46 -0.22 -2.17 0.257
C -0.54 1.01 0.80 -0.517
H -0.58 0.93 1.90 0.265
H -1.49 1.37 0.31 0.244
Cl 0.90 2.02 0.56 0.010
Cl 1.37 -1.04 1.75 -0.480
S -0.33 -0.82 0.21 0.790
C 0.02 -0.81 -1.39 -0.587
```

Values from the calculation:
- Molar mass: 165.472 u
- HOMO: -8.853 eV


Q) Computed, not measured: a structure of composition C2H3Cl3S, with ωB97M-V with the def2-TZVPD basis set.

```
9
Properties=species:S:1:pos:R:3:nbo_charge:R:1
Cl -0.81 0.76 -2.32 0.018
H 1.56 0.30 1.80 0.146
C -0.05 -0.28 -1.12 -0.210
Cl -0.23 -1.97 -1.56 0.036
C -0.63 0.27 0.70 -0.518
H -1.65 -0.03 0.89 0.239
H -0.20 1.33 0.69 0.249
S 0.38 -0.48 1.92 0.032
Cl 1.63 0.10 -1.00 0.008
```

Values from the calculation:
- Molar mass: 165.472 u
- HOMO: -9.212 eV


Which structure is the most stable? The one labeled Q).


P) Computed, not measured: a cluster of 2 separate species, C4H11N2O in total, with ωB97M-V with the def2-TZVPD basis set.

```
18
Properties=species:S:1:pos:R:3:nbo_charge:R:1
H 0.41 -2.10 2.09 0.271
C 2.23 1.09 0.73 -0.383
H -2.68 -0.51 -1.34 0.417
H 0.18 1.58 0.00 0.450
H -3.28 0.69 -2.27 0.420
H 2.75 1.81 0.14 0.280
N -3.52 0.09 -1.51 -0.275
O -0.22 -0.26 -1.59 -0.433
C 0.50 -0.25 -0.56 0.698
H 2.33 1.17 1.81 0.271
C 0.71 -1.17 1.92 -0.609
N 0.77 0.82 0.32 -0.398
H -0.98 -0.26 0.81 0.252
H 2.49 0.07 0.18 0.206
H -4.06 -0.65 -2.03 0.433
H 1.76 -1.18 1.61 0.231
H 0.60 -0.66 2.88 0.264
C 0.14 -0.38 0.77 -0.097
```

Values from the calculation:
- <S²>: 0.75
- Molar mass: 103.145 u
- Total charge: +2
- HOMO (alpha / beta): -19.408 / -19.402 eV
- 2S+1: 2


Q) Computed, not measured: the ion C4H11N2O with charge +2, with ωB97M-V with the def2-TZVPD basis set.

```
18
Properties=species:S:1:pos:R:3:nbo_charge:R:1
H 1.63 -0.01 -1.87 0.485
N 1.19 -0.97 -1.55 -0.716
C -0.45 0.39 -0.41 0.588
C 1.48 -0.34 0.94 -0.699
H -0.02 -1.69 0.01 0.273
H 0.48 -1.26 -2.30 0.488
C 0.56 -0.72 -0.15 -0.132
H -2.34 0.27 2.30 0.324
N -1.31 0.83 0.56 -0.155
H -1.11 -0.80 1.83 0.257
H 1.62 0.72 0.88 0.242
H -0.73 0.77 2.60 0.343
C -1.32 0.21 1.84 -0.508
H 1.95 -1.72 -1.36 0.487
H -1.90 1.59 0.34 0.472
H 2.50 -0.77 1.02 0.304
O -0.50 0.92 -1.49 -0.338
H 1.09 -0.69 1.96 0.286
```

Values from the calculation:
- <S²>: 0.77
- Molar mass: 103.145 u
- Total charge: +2
- HOMO (alpha / beta): -21.122 / -20.907 eV
- 2S+1: 2


Which structure is the most stable? The one labeled Q).


P) Computed, not measured: a structure of composition C3H4Br2Cl2O, with ωB97M-V with the def2-TZVPD basis set.

```
12
Properties=species:S:1:pos:R:3:nbo_charge:R:1
C 0.99 0.86 -1.04 -0.647
Br -0.92 1.40 1.88 0.270
H 0.24 1.21 -1.75 0.238
O -1.07 -1.73 1.80 -0.832
H -1.42 -2.28 1.19 0.418
H 1.90 0.40 -1.38 0.252
H 1.05 1.88 -0.55 0.230
Cl 0.45 -1.71 -1.01 0.013
C 0.49 -0.18 -0.06 -0.227
C -0.87 0.26 0.40 -0.068
Br -2.36 0.21 -0.74 0.247
Cl 1.52 -0.34 1.27 0.107
```

Values from the calculation:
- Molar mass: 286.778 u
- HOMO (alpha / beta): -9.279 / -9.269 eV


Q) Computed, not measured: a cluster of 2 separate species, C3H4Br2Cl2O in total, with ωB97M-V with the def2-TZVPD basis set.

```
12
Properties=species:S:1:pos:R:3:nbo_charge:R:1
Br 0.67 -1.02 1.87 0.031
H -0.16 1.76 0.18 0.226
H 0.75 -0.08 -1.98 0.252
C 1.19 -0.42 -1.00 -0.343
Cl -2.33 0.96 -0.83 0.028
H -1.77 0.25 1.81 0.481
C 0.09 -0.73 0.06 -0.349
C -1.08 1.07 0.31 0.099
Cl 2.34 0.75 -0.38 0.010
Br 2.15 -2.01 -1.59 0.018
O -1.38 1.07 1.64 -0.662
H -0.48 -1.60 -0.10 0.208
```

Values from the calculation:
- Molar mass: 286.778 u
- HOMO: -9.182 eV


Which structure is the most stable? The one labeled Q).